Record 1
{
  "formula": "C28H28O5",
  "method": "the ωB97M-V functional and the def2-TZVPD basis",
  "orbital_gap_ev": 2.73,
  "de_lowest_kcal_mol": 26.41,
  "homo_ev": -5.881,
  "elements": ["C", "C", "O", "C", "C", "C", "C", "O", "O", "C", "C", "O", "H", "H", "H", "H", "H", "H", "H", "H", "H", "H", "H", "H", "H", "C", "O", "C", "C", "C", "C", "C", "C", "C", "C", "C", "C", "C", "C", "C", "C", "C", "C", "C", "C", "C", "H", "H", "H", "H", "H", "H", "H", "H", "H", "H", "H", "H", "H", "H", "H"],
  "positions_angstrom": [[-4.5184, -2.4850, 3.2626], [-3.0783, -2.7682, 2.8978], [-2.3066, -1.5964, 2.7540], [-0.9741, -1.9316, 2.6951], [-0.0329, -0.8461, 2.6275], [-0.5319, 0.5445, 2.5978], [1.3898, -1.0475, 2.6956], [2.1244, -0.0613, 2.6643], [1.8884, -2.3212, 2.8171], [3.2761, -2.3057, 3.0598], [3.8899, -3.6816, 2.9025], [-0.6127, -3.1059, 2.7187], [-5.1052, -3.3967, 3.3830], [-4.5698, -1.9308, 4.1989], [-4.9976, -1.8782, 2.4951], [-2.5826, -3.3779, 3.6663], [-2.9966, -3.3289, 1.9566], [0.2774, 1.2446, 2.3798], [-1.3033, 0.6694, 1.8402], [-0.9596, 0.8197, 3.5610], [3.7278, -1.5762, 2.3725], [3.4108, -1.9169, 4.0791], [4.9522, -3.6948, 3.1576], [3.3767, -4.4010, 3.5414], [3.7785, -4.0375, 1.8781], [5.0434, -0.1077, -4.3831], [4.9076, 0.3309, -3.0482], [3.6033, 0.4491, -2.6186], [3.3570, 0.9517, -1.3221], [2.0857, 1.1560, -0.8668], [0.9671, 0.8731, -1.6834], [-0.3896, 1.2488, -1.3429], [-1.5735, 0.6699, -1.9300], [-2.6578, 1.5601, -1.7742], [-3.8939, 1.2643, -2.3406], [-4.0585, 0.0707, -3.0112], [-3.0020, -0.8333, -3.1216], [-1.7659, -0.5499, -2.5909], [-2.1813, 2.6966, -1.0097], [-0.8149, 2.4783, -0.7130], [-0.1024, 3.4441, 0.0067], [-0.7514, 4.5828, 0.4190], [-2.0943, 4.8012, 0.1100], [-2.8123, 3.8695, -0.6083], [1.2201, 0.3246, -2.9606], [2.4873, 0.1164, -3.4128], [6.1024, -0.1495, -4.6415], [4.6156, -1.1048, -4.4891], [4.5430, 0.5876, -5.0588], [4.2035, 1.1891, -0.7026], [1.9293, 1.4944, 0.1411], [-4.6981, 1.9723, -2.2629], [-5.0138, -0.1670, -3.4525], [-3.1531, -1.7657, -3.6361], [-0.9579, -1.2580, -2.6489], [0.9363, 3.2908, 0.2349], [-0.2103, 5.3195, 0.9866], [-2.5721, 5.7135, 0.4279], [-3.8393, 4.0423, -0.8757], [0.3921, 0.1312, -3.6199], [2.6265, -0.2816, -4.4024]],
  "mulliken_charge": [-1.253, -0.147, -0.344, 0.740, 0.591, -1.359, 0.291, -0.719, -0.297, -0.153, -1.269, -0.680, 0.379, 0.303, 0.308, 0.332, 0.277, 0.286, 0.224, 0.420, 0.271, 0.280, 0.386, 0.320, 0.293, -0.850, -0.442, 0.884, -0.970, -0.031, 0.550, -0.053, 0.044, -0.025, -0.355, -0.701, -0.839, -0.252, -0.140, 1.012, 0.108, -1.088, -0.686, -0.442, -1.229, -0.580, 0.251, 0.339, 0.364, 0.517, 0.260, 0.481, 0.422, 0.444, 0.748, 0.408, 0.434, 0.412, 0.484, 0.618, 0.423]
}

Record 2
{
  "formula": "C28H29AuClPSi",
  "method": "the ωB97M-V functional and the def2-TZVPD basis",
  "orbital_gap_ev": [4.00, 3.33],
  "homo_ev": [-4.403, -6.574],
  "multiplicity": 3,
  "elements": ["C", "C", "C", "H", "C", "C", "H", "H", "H", "H", "Au", "Cl", "P", "C", "C", "H", "C", "H", "C", "H", "C", "H", "C", "H", "C", "C", "H", "C", "H", "C", "H", "C", "H", "C", "H", "C", "C", "H", "C", "H", "C", "H", "C", "H", "C", "H", "C", "Si", "C", "C", "C", "C", "H", "H", "H", "H", "H", "H", "H", "H", "H"],
  "positions_angstrom": [[-1.3558, -2.3991, 2.0174], [-1.2425, -2.6046, 0.6429], [0.1668, -2.4288, 0.2548], [-2.0615, -2.9148, -0.0260], [0.9450, -2.1461, 1.3927], [0.0477, -2.1881, 2.5961], [0.2824, -3.0957, 3.1927], [-2.2449, -2.4308, 2.6531], [0.5856, -2.3923, -0.7740], [1.9994, -2.4327, 1.4857], [1.8939, 0.0331, 2.2457], [2.3382, 1.6894, 0.7298], [0.0095, 0.6194, -2.2806], [1.2556, -0.5670, -2.8211], [1.0128, -1.3917, -3.9373], [0.0440, -1.3498, -4.4395], [2.0069, -2.2622, -4.3816], [1.7815, -2.9470, -5.1975], [3.2608, -2.2915, -3.7667], [4.0239, -2.9768, -4.1375], [3.5131, -1.4727, -2.6605], [4.4909, -1.5309, -2.1827], [2.5162, -0.6335, -2.1734], [2.7031, -0.0219, -1.2862], [-1.6147, 0.0662, -2.6863], [-1.9285, -1.3093, -2.6105], [-1.1676, -2.0275, -2.2923], [-3.2116, -1.7382, -2.9393], [-3.4403, -2.8053, -2.9365], [-4.1988, -0.8016, -3.2819], [-5.1934, -1.1383, -3.5772], [-3.9176, 0.5681, -3.2175], [-4.7081, 1.2901, -3.4056], [-2.6458, 1.0073, -2.8738], [-2.4413, 2.0586, -2.6820], [0.3643, 2.2608, -2.8144], [0.9792, 2.4727, -4.0613], [1.3384, 1.6213, -4.6408], [1.1169, 3.7758, -4.5366], [1.5243, 3.9425, -5.5329], [0.7238, 4.8693, -3.7516], [0.7850, 5.8828, -4.1632], [0.2370, 4.6538, -2.4567], [-0.0382, 5.5145, -1.8492], [0.1117, 3.3609, -1.9640], [-0.1524, 3.1910, -0.9240], [-1.6634, 1.2611, 6.3662], [-0.0801, 0.3064, 6.0073], [1.5612, 1.2155, 6.3406], [-0.0437, -1.4124, 6.7764], [-0.2064, -0.2169, 4.2390], [0.3085, -0.8929, 3.2735], [-1.8695, 1.4043, 7.4380], [-2.4883, 0.6936, 5.9166], [-1.6465, 2.2417, 5.8658], [1.7591, 1.3643, 7.4157], [2.3908, 0.6237, 5.9140], [1.6003, 2.1934, 5.8302], [-0.9348, -1.9573, 6.4367], [0.8149, -1.9582, 6.3637], [0.0028, -1.4457, 7.8678]],
  "mulliken_spin": [0.041, -0.011, 0.102, -0.001, -0.039, -0.033, -0.012, -0.002, 0.003, 0.017, 0.202, 0.051, 0.412, 0.106, 0.037, 0.002, -0.010, 0.001, 0.030, 0.001, -0.011, 0.000, 0.016, -0.008, 0.061, 0.055, 0.008, -0.043, -0.001, 0.097, 0.005, -0.040, -0.001, 0.083, 0.003, 0.072, 0.031, 0.003, -0.004, 0.001, 0.015, 0.001, -0.007, 0.000, 0.051, 0.000, 0.009, 0.044, 0.017, 0.032, 0.997, -0.372, 0.000, -0.002, 0.000, 0.002, -0.001, 0.000, 0.001, -0.004, -0.003]
}

Record 3
{
  "formula": "C28H29BrIrN3O8P2",
  "method": "the ωB97M-V functional and the def2-TZVPD basis",
  "orbital_gap_ev": [6.23, 6.20],
  "de_lowest_kcal_mol": 0.00,
  "homo_ev": [-6.462, -7.526],
  "multiplicity": 5,
  "elements": ["Ir", "O", "C", "C", "C", "C", "C", "C", "C", "O", "N", "N", "C", "C", "Br", "C", "C", "C", "C", "C", "C", "C", "H", "H", "H", "H", "H", "H", "H", "H", "H", "H", "H", "H", "H", "H", "N", "C", "C", "P", "O", "O", "O", "P", "O", "O", "O", "H", "H", "H", "H", "H", "H", "H", "H", "C", "C", "C", "C", "C", "C", "C", "C", "C", "C", "H", "H", "H", "H", "H", "H", "H"],
  "positions_angstrom": [[0.7676, 1.2988, -0.3345], [-0.0881, 3.8801, 3.2002], [-1.2394, 3.2569, 3.5622], [-2.0684, 3.8918, 4.4769], [-3.2542, 3.2927, 4.8687], [-3.6279, 2.0657, 4.3421], [-2.7923, 1.4293, 3.4355], [-1.5871, 1.9998, 3.0507], [-0.5866, 1.3157, 2.1485], [-0.2187, 2.1694, 1.1018], [-1.1279, 0.0731, 1.5838], [-0.6260, -0.2934, 0.4018], [-1.0217, -1.5392, -0.0389], [-1.0227, -1.9445, -1.3193], [-0.6448, -0.7300, -2.7240], [-1.3542, -3.2924, -1.7533], [-0.8931, -4.4855, -1.1522], [0.1599, -4.5183, -0.2089], [0.5645, -5.7181, 0.3382], [-0.0489, -6.9152, -0.0247], [-1.0735, -6.9047, -0.9689], [-1.4848, -5.7156, -1.5309], [0.1762, 3.5270, 2.3306], [-1.7720, 4.8602, 4.8573], [-3.8974, 3.7962, 5.5790], [-4.5638, 1.6061, 4.6297], [-3.0967, 0.4784, 3.0167], [0.3129, 1.0612, 2.7278], [-1.3458, -0.6785, 2.2293], [-1.3737, -2.2362, 0.7186], [-1.9920, -3.3762, -2.6250], [0.6740, -3.6093, 0.0645], [1.3785, -5.7210, 1.0526], [0.2732, -7.8495, 0.4166], [-1.5476, -7.8317, -1.2651], [-2.2800, -5.7084, -2.2669], [4.6473, 0.2647, 0.1771], [3.8108, -0.9839, -0.0552], [4.7112, -2.2042, -0.1076], [2.6398, -0.9784, 1.3832], [3.7672, -0.9270, 2.5589], [1.8155, -2.1896, 1.4897], [2.0785, 0.4172, 1.3117], [2.9519, -0.6987, -1.6650], [4.2745, -0.4110, -2.5558], [2.2226, -1.9057, -2.0572], [2.3123, 0.6935, -1.5509], [5.0222, 0.2640, 1.1299], [4.0285, 1.0774, 0.0709], [5.4040, 0.3165, -0.5069], [5.2319, -2.3501, 0.8402], [5.4385, -2.1275, -0.9177], [4.0851, -3.0750, -0.2953], [3.6000, -1.5811, 3.2463], [4.2116, -0.7709, -3.4481], [-4.1553, 3.0368, -2.6172], [-3.7562, 2.0990, -1.6419], [-2.4364, 1.9467, -1.3280], [-1.4312, 2.7203, -1.9622], [-0.0411, 2.5869, -1.6506], [0.8535, 3.4268, -2.2722], [0.4412, 4.3929, -3.2150], [-0.8761, 4.5110, -3.5427], [-1.8417, 3.6808, -2.9228], [-3.2178, 3.8076, -3.2388], [-5.2038, 3.1455, -2.8641], [-4.5035, 1.4996, -1.1372], [-2.1427, 1.2312, -0.5762], [1.9142, 3.3398, -2.0617], [1.1819, 5.0306, -3.6815], [-1.2051, 5.2398, -4.2740], [-3.5108, 4.5395, -3.9827]],
  "mulliken_spin": [1.695, 0.000, 0.000, 0.000, -0.001, 0.004, -0.002, 0.016, -0.033, 0.190, 0.332, 0.554, 0.010, 0.230, 0.063, 0.462, -0.042, 0.154, -0.109, 0.206, -0.103, 0.193, -0.007, 0.000, 0.000, 0.000, 0.001, 0.005, 0.005, 0.008, 0.014, 0.055, -0.003, 0.016, -0.003, 0.004, 0.000, 0.005, 0.001, 0.004, 0.000, 0.004, -0.002, 0.014, -0.001, -0.001, 0.023, 0.000, 0.002, 0.000, 0.000, 0.000, 0.000, 0.000, 0.000, -0.006, 0.014, 0.008, -0.012, 0.048, -0.046, -0.008, 0.027, -0.011, 0.007, 0.000, 0.002, 0.020, -0.012, 0.000, 0.002, 0.000]
}